Entry 1:
# C2H11N2O2

A cluster of 3 separate species, C2H11N2O2 in total at a distorted geometry (wB97M-V/def2-TZVPD, the OMol25 dataset).

Summary:
Total energy (eV): -9320.7553
F_max (eV/A): 2.64
Total charge: +1
2S+1: 1

Cartesian coordinates (Å):
C1 -2.24 -1.99 -0.48
N1 -1.17 -0.98 -0.62
C2 0.02 -0.98 -1.17
N2 0.79 0.09 -1.16
H1 -2.49 -2.50 -1.41
H2 -1.92 -2.71 0.28
H3 -3.02 -1.34 -0.10
H4 -1.46 0.00 -0.57
H5 0.19 -1.87 -1.79
H6 1.03 0.56 -0.27
H7 1.00 0.62 -1.99
H8 0.10 3.09 0.73
H9 1.32 3.78 1.26
O1 0.95 2.88 1.13
H10 1.91 -0.34 2.18
H11 1.15 1.06 1.91
O2 1.28 0.14 1.62

Entry 2:
# C2H3NO2

The molecule C2H3NO2 at a distorted geometry (wB97M-V/def2-TZVPD, the OMol25 dataset).

Summary:
Total energy (eV): -7704.3913
F_max (eV/A): 4.00
2S+1: 1

Cartesian coordinates (Å):
C1 -0.79 0.02 -0.02
C2 0.56 0.81 0.02
N1 -0.06 -1.14 -0.13
O1 -1.96 0.27 0.07
O2 1.21 -0.56 0.12
H1 0.94 1.15 -0.85
H2 0.47 1.58 0.73
H3 -0.38 -2.13 0.06

Entry 3:
# C12H36N12O24

A cluster of 12 separate species, C12H36N12O24 in total at a distorted geometry (wB97M-V/def2-TZVPD, the OMol25 dataset).

Summary:
Total energy (eV): -80015.8253
F_max (eV/A): 2.47
2S+1: 1

Cartesian coordinates (Å):
C1 -3.49 -2.52 0.83
N1 -2.65 -1.28 0.75
O1 -1.79 -1.12 1.59
O2 -2.67 -0.69 -0.31
H1 -3.37 -2.92 1.83
H2 -3.15 -3.19 0.05
H3 -4.50 -2.20 0.60
C2 -2.24 1.34 3.52
N2 -2.78 2.50 4.26
O3 -3.45 2.28 5.24
O4 -2.50 3.60 3.83
H4 -1.84 0.60 4.21
H5 -1.42 1.69 2.90
H6 -3.00 0.87 2.90
C3 -3.48 3.12 0.40
N3 -4.55 3.83 -0.33
O5 -4.23 4.55 -1.25
O6 -5.71 3.66 0.04
H7 -2.93 2.52 -0.32
H8 -3.91 2.49 1.17
H9 -2.84 3.87 0.85
C4 -0.73 6.23 2.89
N4 0.02 5.15 2.21
O7 1.22 5.05 2.36
O8 -0.60 4.42 1.47
H10 -1.32 6.68 2.10
H11 0.02 6.90 3.30
H12 -1.37 5.77 3.63
C5 3.76 4.95 0.34
N5 4.07 3.49 0.39
O9 5.24 3.19 0.41
O10 3.14 2.73 0.37
H13 4.37 5.47 1.07
H14 2.72 5.13 0.60
H15 3.91 5.25 -0.70
C6 3.42 -2.41 -3.85
N6 2.25 -2.31 -2.94
O11 1.77 -3.36 -2.55
O12 1.87 -1.22 -2.57
H16 4.22 -2.98 -3.39
H17 3.75 -1.39 -4.02
H18 3.11 -2.83 -4.80
C7 -1.51 -1.73 -3.20
N7 -1.69 -3.17 -3.57
O13 -2.72 -3.74 -3.26
O14 -0.70 -3.74 -4.01
H19 -0.87 -1.67 -2.33
H20 -2.52 -1.42 -2.93
H21 -1.15 -1.23 -4.09
C8 0.50 1.73 -5.05
N8 1.13 0.50 -5.61
O15 2.35 0.48 -5.65
O16 0.42 -0.40 -6.00
H22 -0.32 1.98 -5.72
H23 1.18 2.57 -5.06
H24 0.17 1.50 -4.04
C9 3.02 -3.43 0.56
N9 3.20 -4.68 -0.22
O17 4.17 -4.72 -0.95
O18 2.36 -5.54 -0.13
H25 2.56 -3.72 1.51
H26 2.37 -2.74 0.03
H27 3.98 -2.98 0.77
C10 -0.96 -5.49 -0.31
N10 -0.54 -4.22 0.33
O19 -0.45 -4.16 1.53
O20 -0.45 -3.28 -0.44
H28 -2.02 -5.47 -0.54
H29 -0.77 -6.32 0.37
H30 -0.37 -5.65 -1.21
C11 0.86 -0.01 0.05
N11 -0.12 0.98 -0.48
O21 -0.56 1.81 0.29
O22 -0.42 0.91 -1.64
H31 1.87 0.36 -0.10
H32 0.72 -0.91 -0.55
H33 0.68 -0.21 1.10
C12 0.76 -1.15 4.95
N12 1.73 -1.52 3.90
O23 2.08 -2.67 3.82
O24 2.08 -0.65 3.14
H34 1.21 -0.32 5.49
H35 0.59 -1.98 5.62
H36 -0.19 -0.83 4.54